1.
Computed, not measured: a cluster of 2 separate species, CN4O2 in total at a distorted geometry, with wB97M-V/def2-TZVPD.

```
7
Properties=species:S:1:pos:R:3:lowdin_charge:R:1
C -0.71 0.85 -0.35 0.008
N 1.14 0.05 0.52 0.207
N -1.69 0.99 0.63 0.211
N 2.08 -0.34 0.06 -0.252
N -1.67 -0.03 -0.10 -0.407
O 3.17 -0.49 -0.29 0.129
O -2.19 -1.07 -0.22 0.104
```

Energy above the lowest of the compared OMol25 structures with the same formula, charge and spin: 660.3 kJ/mol
LUMO energy: -0.3 eV
Frontier orbital gap: 9.9 eV

2.
Computed, not measured: the molecule CN4O3 at a distorted geometry, with wB97M-V/def2-TZVPD.

```
8
Properties=species:S:1:pos:R:3:lowdin_charge:R:1
C -0.04 -0.02 0.05 -0.300
N 0.44 1.40 0.23 -0.313
N -0.56 -0.75 0.97 0.152
N -0.85 -1.85 0.26 -0.003
N -0.45 -1.86 -0.96 0.110
O 1.58 1.57 -0.29 0.096
O -0.23 2.08 0.89 0.181
O 0.11 -0.58 -1.14 0.076
```

Energy above the lowest of the compared OMol25 structures with the same formula, charge and spin: 35.8 kJ/mol
LUMO energy: -1.5 eV
SMILES string: O=[N+]([O-])c1nnno1
Frontier orbital gap: 10.8 eV

3.
Computed, not measured: the ion CNO2S2 with charge -1 at a distorted geometry, with wB97M-V/def2-TZVPD.

```
6
Properties=species:S:1:pos:R:3:lowdin_charge:R:1
C -0.62 -1.11 -0.47 -0.517
N -0.74 0.06 -0.23 -0.116
O 1.80 0.87 0.59 -0.658
O -0.68 -2.21 -0.87 0.078
S -0.15 2.78 0.90 -0.043
S 0.39 0.92 1.06 0.255
```

Energy above the lowest of the compared OMol25 structures with the same formula, charge and spin: 47.6 kJ/mol
LUMO energy: 3.7 eV
Charge: -1
Frontier orbital gap: 7.9 eV

4.
Computed, not measured: a cluster of 2 separate species, CNO3 in total at a distorted geometry, with wB97M-V/def2-TZVPD.

```
5
Properties=species:S:1:pos:R:3:lowdin_charge:R:1
C -1.05 0.20 -0.03 -0.537
N 1.69 -0.76 -0.37 -0.315
O -1.40 0.50 -1.08 0.160
O -1.03 -0.18 1.03 0.187
O 2.00 0.28 0.32 -0.495
```

LUMO energy (spin up / spin down): 3.8 / 3.7 eV
Charge: -1
Frontier orbital gap (spin up / spin down): 4.7 / 9.1 eV
2S+1: 3

5.
Computed, not measured: a structure of composition CNO4S at a distorted geometry, with wB97M-V/def2-TZVPD.

```
7
Properties=species:S:1:pos:R:3:lowdin_charge:R:1
C 1.29 -1.26 -0.95 -0.818
N -0.86 1.32 1.10 -0.472
O 1.99 -2.12 -0.63 0.058
O 0.93 -0.38 -1.64 0.037
O -1.37 1.66 2.14 -0.042
O -0.41 1.96 0.25 0.012
S -0.25 -1.11 0.87 0.226
```

Energy above the lowest of the compared OMol25 structures with the same formula, charge and spin: 330.4 kJ/mol
LUMO energy (spin up / spin down): 2.7 / 3.0 eV
Charge: -1
Frontier orbital gap (spin up / spin down): 7.1 / 7.3 eV

6.
Computed, not measured: a structure of composition CNO4S at a distorted geometry, with wB97M-V/def2-TZVPD.

```
7
Properties=species:S:1:pos:R:3:lowdin_charge:R:1
C -1.39 -0.42 0.05 -0.978
N 1.29 0.30 -0.08 -0.557
O 0.06 0.52 -0.41 -0.152
O -1.10 -1.52 0.33 0.032
O 1.75 0.95 0.84 0.014
O 1.94 -0.50 -0.70 0.023
S -2.55 0.67 -0.02 0.618
```

Energy above the lowest of the compared OMol25 structures with the same formula, charge and spin: 292.1 kJ/mol
LUMO energy: 3.5 eV
Charge: -1
Frontier orbital gap: 8.6 eV

7.
Computed, not measured: a structure of composition CO3Sn at a distorted geometry, with wB97M-V/def2-TZVPD.

```
5
Properties=species:S:1:pos:R:3:lowdin_charge:R:1
Sn 0.04 2.98 -0.88 0.077
C -0.02 -0.76 0.17 -1.168
O -0.84 -1.62 0.01 0.089
O -0.37 0.37 0.50 -0.100
O 1.18 -0.97 0.20 0.102
```

Energy above the lowest of the compared OMol25 structures with the same formula, charge and spin: 24.3 kJ/mol
LUMO energy (spin up / spin down): 2.7 / 2.9 eV
Charge: -1
Frontier orbital gap (spin up / spin down): 5.9 / 8.3 eV
2S+1: 2

8.
Computed, not measured: a structure of composition CaH4N6O20 at a distorted geometry, with wB97M-V/def2-TZVPD.

```
31
Properties=species:S:1:pos:R:3:lowdin_charge:R:1
Ca 5.68 14.27 12.69 1.445
N 3.06 12.05 13.64 -0.602
O 2.41 11.84 14.70 -0.107
O 2.63 11.60 12.57 -0.054
O 4.15 12.65 13.70 -0.152
N 6.10 17.76 11.85 -0.609
O 6.11 18.92 12.35 -0.108
O 5.77 17.61 10.67 -0.055
O 6.53 16.80 12.53 -0.123
N 4.15 13.73 9.21 -0.601
O 3.12 13.15 8.83 -0.071
O 4.65 13.43 10.33 -0.114
O 4.79 14.46 8.43 -0.081
N 8.57 14.11 14.88 -0.607
O 8.08 13.31 15.68 -0.056
O 9.74 14.55 15.04 -0.113
O 7.95 14.45 13.84 -0.134
N 5.19 16.28 15.49 -0.602
O 4.32 17.16 15.43 -0.054
O 5.02 15.18 14.90 -0.167
O 6.18 16.42 16.24 -0.086
N 2.46 15.84 11.75 -0.601
O 3.52 15.56 12.36 -0.127
O 2.49 16.34 10.62 -0.071
O 1.35 15.60 12.30 -0.100
O 7.18 14.48 10.90 -0.146
H 7.06 14.09 10.02 0.046
H 8.11 14.69 11.00 0.062
O 6.62 12.09 12.33 -0.116
H 7.12 11.51 12.91 0.060
H 7.05 12.04 11.47 0.041
```

Energy above the lowest of the compared OMol25 structures with the same formula, charge and spin: 54.2 kJ/mol
LUMO energy: 8.3 eV
Charge: -4
Frontier orbital gap: 5.2 eV

9.
Computed, not measured: a structure of composition CaI at a distorted geometry, with wB97M-V/def2-TZVPD.

```
2
Properties=species:S:1:pos:R:3:lowdin_charge:R:1
Ca 1.32 -0.51 0.06 1.121
I -1.32 0.51 -0.06 -0.121
```

Energy above the lowest of the compared OMol25 structures with the same formula, charge and spin: 8.0 kJ/mol
LUMO energy: -6.3 eV
Charge: +1
Frontier orbital gap: 6.8 eV

10.
Computed, not measured: a structure of composition CaI3, with wB97M-V/def2-TZVPD.

```
4
Properties=species:S:1:pos:R:3:lowdin_charge:R:1
Ca -11.67 8.57 0.10 1.312
I -15.57 6.28 -1.95 -0.760
I -8.64 12.56 -1.22 -0.784
I -8.32 4.65 0.54 -0.768
```

Energy above the lowest of the compared OMol25 structures with the same formula, charge and spin: 702.0 kJ/mol
LUMO energy: -1.8 eV
Charge: -1
Frontier orbital gap: 3.5 eV

11.
Computed, not measured: a structure of composition Cd2H6O11P2 at a distorted geometry, with wB97M-V/def2-TZVPD.

```
21
Properties=species:S:1:pos:R:3:lowdin_charge:R:1
Cd 1.26 2.08 0.59 1.334
Cd -0.44 -0.39 0.53 1.251
P 2.18 -0.24 -0.03 -0.087
O 1.37 0.16 1.23 -0.614
O 2.65 1.18 -0.56 -0.552
O 0.96 -0.69 -0.82 -0.512
O 3.50 -1.01 0.04 -0.434
P -1.33 1.91 1.37 -0.041
O -0.61 1.50 0.04 -0.659
O -1.55 0.48 1.92 -0.516
O -2.63 2.76 1.11 -0.480
O -0.07 2.63 1.88 -0.565
O 0.08 -2.26 1.30 -0.104
H -0.37 -3.08 1.50 0.053
H 1.00 -2.49 1.25 0.050
O -1.74 -1.30 -0.86 -0.093
H -2.54 -0.95 -1.24 0.065
H -1.53 -2.07 -1.40 0.055
O 0.03 0.87 -2.87 -0.093
H -0.69 0.25 -2.95 -0.008
H 0.45 0.65 -2.04 -0.049
```

Energy above the lowest of the compared OMol25 structures with the same formula, charge and spin: 230.1 kJ/mol
LUMO energy: 4.6 eV
Charge: -2
Frontier orbital gap: 5.3 eV

12.
Computed, not measured: a structure of composition Cd2N3O9 at a distorted geometry, with wB97M-V/def2-TZVPD.

```
14
Properties=species:S:1:pos:R:3:lowdin_charge:R:1
Cd -0.37 -4.64 -0.22 1.116
Cd -0.32 0.82 0.84 1.571
N 0.57 -1.80 -0.85 -0.504
O 0.28 -0.95 0.08 -0.248
O 1.05 -1.22 -1.91 0.078
O 0.51 -2.94 -0.65 -0.250
N -3.18 0.68 -0.45 -0.487
O -4.21 1.14 0.12 0.378
O -2.22 0.23 0.24 -0.075
O -3.12 0.75 -1.63 0.309
N 2.80 2.01 1.10 -0.518
O 2.67 3.24 1.04 0.324
O 3.75 1.35 1.46 0.320
O 1.80 1.35 0.86 -0.014
```

Energy above the lowest of the compared OMol25 structures with the same formula, charge and spin: 0.0 kJ/mol
LUMO energy (spin up / spin down): -10.1 / -12.3 eV
Charge: +2
Frontier orbital gap (spin up / spin down): 7.6 / 3.1 eV
2S+1: 2